No. 1
24
Properties=species:S:1:pos:R:3:forces:R:3 method="wB97M-V/def2-TZVPD" charge=-1 homo_ev="0.75 / -3.65" relative_energy_kj_mol=0.0 homo_lumo_gap_ev="1.90 / 6.49" spin_multiplicity=3 total_energy_ev=-24000.8552
C 1.381479 -0.384643 -1.921059 -0.4 0.2 -0.7
C 0.043052 -0.206646 -2.409761 -0.8 -0.7 -0.4
C -0.879315 -1.025743 -1.628714 0.9 -1.6 -1.6
C -0.028529 -1.756595 -0.693669 0.3 -1.1 -2.6
C 1.348210 -1.304070 -0.869121 -0.2 -1.4 0.4
Pt -0.223523 0.403521 -0.257801 -0.2 3.2 0.3
P -0.392478 2.475721 0.388030 0.9 -0.7 -0.5
H 2.203906 0.235640 -2.259285 0.1 -0.3 0.1
H -0.242999 0.204172 -3.372094 0.1 0.5 0.4
H -1.957891 -1.185571 -1.820414 1.0 0.0 0.1
H 2.207675 -1.628500 -0.266472 -0.6 0.2 -0.3
H -0.420278 -2.662522 -0.222577 0.7 0.6 0.2
H -1.586330 2.634232 1.110516 0.2 0.8 0.1
H -0.375129 3.397480 -0.684431 -0.3 0.4 0.7
H 0.687830 2.955542 1.223890 -0.9 0.4 -0.2
N -1.271987 -1.599288 1.689297 1.0 0.8 2.1
C -1.256841 -2.009272 2.972684 0.3 0.5 0.1
C -0.377768 -1.168932 3.660961 0.0 -0.2 -0.1
C 0.112956 -0.245507 2.730223 -1.5 -1.2 -1.1
N -0.436454 -0.557775 1.522782 -0.2 0.3 3.2
H -1.813151 -1.995965 0.924079 -0.2 0.2 0.0
H -1.884501 -2.824380 3.298734 0.1 0.0 0.0
H -0.062236 -1.187476 4.686977 -0.3 -0.3 0.2
H 0.741600 0.633375 2.894026 -0.2 -0.5 -0.4

---

No. 2
119
Properties=species:S:1:pos:R:3:forces:R:3 method="wB97M-V/def2-TZVPD" charge=-2 homo_ev="-2.36 / -1.42" relative_energy_kj_mol=308.6 homo_lumo_gap_ev="5.98 / 3.58" total_energy_ev=-297184.2526
Cs 0.505517 -0.122140 -0.030273 0.1 0.0 0.6
C -0.776229 3.999658 0.774835 0.1 0.1 0.0
C -1.980625 3.060687 0.834200 0.3 -0.2 0.2
C -3.065794 3.715188 1.699963 -0.1 0.0 0.0
C -2.528008 2.836161 -0.570617 -0.1 0.0 -0.1
O -1.503867 1.823075 1.335455 -0.1 0.4 -0.4
Ge -2.398358 0.797314 2.615803 -0.3 0.1 0.7
O -2.673431 -0.653589 1.485694 0.1 -0.3 -0.4
C -2.969511 -1.961446 1.935479 0.2 0.1 -0.1
C -3.787420 -2.622111 0.829813 -0.1 -0.1 0.0
C -3.777278 -1.967581 3.236388 0.0 0.0 0.1
C -1.670308 -2.750702 2.140574 0.0 0.0 0.0
O -0.822483 0.045231 3.278147 0.0 -0.1 0.0
C -0.103987 0.544309 4.385129 0.1 0.1 0.1
C 0.777986 1.718222 3.941183 0.0 0.0 0.0
C 0.768715 -0.595372 4.901685 0.1 -0.1 0.0
C -1.034071 1.001310 5.516630 -0.1 0.0 0.0
H -1.019445 4.925323 0.242077 0.0 0.0 0.0
H 0.047862 3.507532 0.252560 0.0 0.0 0.0
H -0.436757 4.251060 1.784146 0.0 0.0 -0.1
H -3.302244 4.705710 1.295376 0.0 0.0 0.0
H -2.728315 3.826827 2.733683 0.0 0.0 -0.1
H -3.982974 3.121518 1.716179 0.1 0.0 0.0
H -3.006922 3.737908 -0.968294 0.1 -0.1 0.0
H -3.258991 2.023729 -0.551656 0.0 0.0 0.1
H -1.729405 2.541952 -1.258651 0.0 0.1 0.0
H -4.785228 -2.181867 0.770734 0.0 0.0 0.0
H -3.888279 -3.699750 0.999778 0.0 0.0 0.0
H -3.291781 -2.458634 -0.130179 0.0 0.0 0.0
H -4.667603 -1.343060 3.125837 0.0 0.0 0.0
H -3.187871 -1.576054 4.071714 0.0 0.0 -0.1
H -4.086474 -2.988696 3.484163 0.0 0.0 0.0
H -1.151718 -2.851188 1.181000 0.0 0.0 0.0
H -1.875309 -3.756753 2.524398 0.0 0.0 0.0
H -1.015743 -2.218296 2.832549 -0.1 0.0 0.0
H 1.569064 1.369211 3.269733 -0.1 0.0 0.1
H 1.242453 2.218925 4.800121 0.0 -0.1 -0.1
H 0.166702 2.440003 3.392484 0.0 0.0 0.1
H 1.355214 -1.003811 4.074535 0.0 0.1 0.1
H 0.140629 -1.393367 5.311066 0.0 0.0 0.0
H 1.453967 -0.248924 5.683919 0.0 0.0 -0.1
H -1.610257 1.883915 5.226570 0.0 0.0 0.0
H -0.452744 1.242973 6.413291 0.0 0.0 -0.1
H -1.744765 0.205056 5.757757 0.0 0.0 0.0
C 3.223394 -0.247882 1.781176 0.5 -0.3 0.8
C 3.876217 -0.689577 2.773354 -1.3 0.9 -2.0
C 4.461174 -1.220649 3.867302 0.8 -0.7 1.4
C 5.074569 -2.568315 3.791593 -0.4 0.8 0.1
C 6.114588 -2.949767 4.643287 0.2 -0.3 0.0
C 6.698822 -4.203337 4.530441 -0.1 0.1 0.0
C 6.245975 -5.098966 3.570023 0.1 -0.2 0.0
C 5.215490 -4.727703 2.713331 0.0 0.2 0.1
C 4.637952 -3.472092 2.818417 0.1 -0.3 -0.1
C 4.406979 -0.470540 5.143376 0.1 -0.5 -0.7
C 4.279423 0.921934 5.118636 0.0 0.2 0.2
C 4.132473 1.639225 6.294148 0.0 -0.2 -0.1
C 4.098973 0.978630 7.517056 0.0 0.1 0.2
C 4.215270 -0.405156 7.554928 0.0 0.0 -0.2
C 4.373451 -1.124385 6.379042 -0.1 0.1 0.3
H 6.486551 -2.247817 5.378871 0.0 0.0 0.0
H 7.513875 -4.477043 5.189361 0.0 0.0 0.0
H 6.699233 -6.079444 3.484076 0.0 0.0 0.0
H 4.863249 -5.414481 1.953810 0.0 0.0 0.0
H 3.847497 -3.166208 2.144252 0.0 0.0 0.0
H 4.271666 1.424185 4.159361 0.0 0.0 0.0
H 4.022013 2.715756 6.253558 0.0 0.0 0.0
H 3.968048 1.538724 8.435577 0.0 0.0 0.0
H 4.163817 -0.930052 8.501076 0.0 0.0 0.0
H 4.421668 -2.205451 6.414753 0.0 0.0 0.0
C -5.449965 -0.679072 -2.048798 0.1 -0.1 0.1
Ge -4.380514 0.437072 -3.261266 -0.8 0.1 0.6
C -5.078503 2.252437 -2.953226 0.2 0.2 0.1
C -5.068789 -0.011723 -5.052490 0.3 -0.1 -0.3
Ge -1.960811 0.127560 -2.945547 -0.3 -0.1 -2.0
C -1.323232 1.536464 -4.232617 0.5 0.3 0.3
C -1.905981 1.759862 -5.486546 -0.1 -0.2 0.2
C -1.484125 2.795942 -6.315044 0.1 0.0 0.1
C -0.462596 3.645041 -5.904541 0.0 -0.1 0.1
C 0.144494 3.432634 -4.674242 -0.2 -0.1 0.0
C -0.277271 2.386164 -3.858267 -0.1 0.0 0.0
C -1.874786 -1.522222 -4.078868 0.3 -0.4 0.4
C -1.115665 -1.630406 -5.249084 0.0 0.2 0.1
C -1.075939 -2.814227 -5.978528 -0.1 0.0 0.0
C -1.789023 -3.929129 -5.552968 0.0 0.2 0.2
C -2.536209 -3.851247 -4.381526 0.0 0.0 -0.1
C -2.567966 -2.666088 -3.655999 0.0 0.2 0.0
H -6.510423 -0.441780 -2.177489 0.1 0.0 0.0
H -5.160311 -0.477517 -1.014870 -0.1 0.0 0.0
H -5.300273 -1.743961 -2.244270 0.0 0.1 0.0
H -6.115707 2.297566 -3.300441 0.1 0.0 0.0
H -4.489939 2.999987 -3.492430 -0.1 0.0 0.0
H -5.050537 2.498364 -1.889695 0.0 0.0 -0.1
H -6.148127 -0.180458 -4.977923 0.1 0.0 0.1
H -4.591122 -0.912994 -5.446106 -0.1 0.1 0.0
H -4.892486 0.813321 -5.747794 0.0 -0.1 0.0
H -2.694222 1.101221 -5.832203 0.0 0.0 0.0
H -1.953320 2.939429 -7.282204 0.0 0.0 0.0
H -0.130452 4.452972 -6.546297 0.0 0.0 0.0
H 0.961928 4.068379 -4.355789 -0.1 0.0 0.0
H 0.237522 2.213897 -2.918386 0.0 0.0 0.0
H -0.530811 -0.781042 -5.586397 0.0 -0.1 0.1
H -0.470487 -2.870512 -6.876230 0.0 0.0 0.0
H -1.750318 -4.853239 -6.118022 0.0 0.0 0.0
H -3.086752 -4.716816 -4.029900 0.0 0.0 0.0
H -3.149886 -2.627068 -2.738537 0.0 0.0 0.0
C 2.437249 0.575906 -6.194703 -0.1 0.0 -0.2
Si 3.287467 0.572706 -4.514938 0.0 0.0 0.1
C 5.049740 -0.027298 -4.835838 0.1 -0.1 0.0
C 3.474788 2.377797 -4.010757 0.0 0.2 0.1
Se 2.242797 -0.669350 -3.030070 -0.3 0.0 -0.1
H 3.085417 0.966969 -6.991418 -0.1 0.0 0.1
H 1.523087 1.177520 -6.162197 0.0 0.0 0.0
H 2.147413 -0.449537 -6.447650 0.1 0.1 0.0
H 5.547485 0.539014 -5.635140 -0.1 0.0 0.1
H 5.035533 -1.087232 -5.109105 0.0 0.1 0.0
H 5.638133 0.070851 -3.917055 0.0 0.0 -0.1
H 4.062045 2.939041 -4.750877 -0.1 0.0 0.1
H 3.979762 2.439326 -3.041299 0.0 0.0 -0.1
H 2.495403 2.856433 -3.910202 0.3 -0.1 0.0